(1)
16
Properties=species:S:1:pos:R:3:forces:R:3:lowdin_charge:R:1 method="wB97M-V/def2-TZVPD" charge=+1 relative_energy_ev=6.1957 e_homo_ev="-11.9114 / -13.7220" fmax_ev_per_a=5.96 lumo_energy_ev="-5.899 / -3.914"
C -1.52680 -0.14461 0.59463 -1.328 -1.014 1.546 -0.25
C -2.02705 -0.42833 -0.72542 1.797 -0.118 -0.890 0.11
C 0.45913 1.08984 -0.30919 -3.419 0.512 -4.788 -0.07
C -0.08707 0.22899 0.72449 -1.320 -2.104 -1.372 -0.28
C 0.77858 -0.34932 -0.35391 -0.057 2.218 0.107 -0.14
N 2.19238 -0.49878 -0.03703 1.312 -5.387 -2.177 0.17
H -2.11047 0.72616 0.91774 -0.285 -0.066 0.573 0.14
H -1.85185 -1.04880 1.32243 0.931 1.983 -1.347 0.20
H -3.06030 -0.60281 -0.84727 -0.912 -0.199 -0.293 0.07
H -1.32427 -0.55979 -1.56237 -0.607 0.055 0.297 0.07
H -0.52966 1.30259 -1.05713 2.547 -0.062 1.664 0.19
H 1.20682 1.85773 -0.39975 0.117 0.229 0.640 0.12
H 0.17206 0.21351 1.69476 1.472 0.275 3.307 0.11
H 2.20984 -1.38323 0.58173 0.896 1.572 -1.249 0.21
H 2.65810 0.22719 0.39719 0.839 2.325 1.805 0.12
H 2.84055 -0.63033 -0.94090 -1.983 -0.219 2.177 0.24

***

(2)
16
Properties=species:S:1:pos:R:3:forces:R:3:lowdin_charge:R:1 method="wB97M-V/def2-TZVPD" charge=+1 relative_energy_ev=2.9143 e_homo_ev=-14.8161 fmax_ev_per_a=4.59 lumo_energy_ev=-3.529
C -1.82303 0.17438 0.40230 -3.108 -2.205 -2.565 -0.14
C -0.51948 0.52531 0.96205 2.689 0.725 -0.455 -0.19
C 0.61432 0.15956 -0.07429 1.319 0.634 1.486 -0.35
N 0.56289 -1.36838 -0.46017 -3.428 1.622 -1.973 0.24
C 1.28356 0.99032 -1.07014 -0.432 0.845 0.776 0.05
C 2.04725 0.74581 -0.03468 -2.924 -1.611 -1.968 0.12
H -2.21052 0.59984 -0.58691 1.575 0.119 0.960 0.12
H -2.66094 0.46025 0.99086 -0.512 -0.008 1.140 0.07
H -2.01294 -0.93885 0.15113 0.441 1.270 0.853 0.10
H -0.22400 0.11689 1.97213 -0.754 0.019 -1.033 0.14
H -0.49096 1.62600 1.09884 0.291 -0.566 -0.168 0.14
H -0.21671 -1.71798 0.11667 0.557 -0.517 -0.207 0.14
H 1.42505 -1.79621 -0.27511 1.414 -1.025 0.287 0.13
H 0.25349 -1.50744 -1.50075 0.927 0.224 2.305 0.22
H 0.98591 1.53093 -1.94802 0.480 0.032 -0.366 0.12
H 2.98611 0.39957 0.25607 1.465 0.443 0.929 0.10

***

(3)
16
Properties=species:S:1:pos:R:3:forces:R:3:lowdin_charge:R:1 method="wB97M-V/def2-TZVPD" charge=+1 relative_energy_ev=3.4904 e_homo_ev=-14.9438 fmax_ev_per_a=6.61 lumo_energy_ev=-3.278
C -1.75283 0.22090 0.71741 0.887 -0.438 -3.892 0.03
N -0.29417 0.40889 0.92286 0.589 -2.736 3.531 0.03
C 0.58769 -0.13372 -0.12361 1.704 -2.513 -1.523 -0.40
C 0.61607 0.73214 -1.37230 -2.625 2.875 3.607 0.01
C 0.71604 -1.68490 -0.12747 2.652 5.976 0.951 0.12
C 1.76350 -0.98657 0.27429 -3.110 -1.626 0.011 0.08
H -1.95773 0.76703 -0.25000 0.392 -0.911 0.464 0.13
H -1.92824 -0.83709 0.53383 -0.452 0.170 0.531 0.11
H -2.38358 0.79296 1.30441 -0.853 0.402 2.320 0.08
H 0.11520 -0.04268 1.88988 -1.603 1.689 -2.656 0.27
H -0.18964 1.37312 0.88576 0.834 2.476 0.695 0.13
H 1.47707 1.00471 -1.83033 3.213 -0.202 -1.029 0.06
H 0.25544 1.81196 -1.08864 0.257 -1.696 -0.334 0.13
H -0.06138 0.41449 -2.07054 -1.675 -0.939 -1.857 0.06
H 0.39133 -2.57294 -0.43948 -1.587 -3.240 -1.088 0.07
H 2.64523 -1.26832 0.77393 1.376 0.713 0.269 0.11

***

(4)
16
Properties=species:S:1:pos:R:3:forces:R:3:lowdin_charge:R:1 method="wB97M-V/def2-TZVPD" charge=+1 relative_energy_ev=3.4628 e_homo_ev=-13.5493 fmax_ev_per_a=5.01 lumo_energy_ev=-3.402
C 1.83885 0.58195 -0.05977 2.262 1.927 1.580 -0.03
C 0.81880 -0.43718 -0.20999 -3.744 -0.924 2.175 -0.24
C 0.26480 -1.46954 0.73502 -1.449 3.501 -1.343 0.04
C -0.86553 -0.53538 0.14793 4.454 -0.935 0.181 -0.16
C -1.79388 0.56852 0.51295 -2.132 -2.315 2.768 -0.01
N -0.25776 -0.70899 -1.16797 0.989 -0.110 -4.909 0.12
H 1.88851 1.27780 -0.89260 -0.240 0.098 -0.102 0.08
H 2.90295 0.16365 0.01033 -1.576 0.125 -0.180 0.12
H 1.76670 1.23936 0.92081 -0.295 -1.422 -1.860 0.14
H 0.44220 -1.27215 1.71662 0.709 0.513 2.848 0.09
H 0.25440 -2.47251 0.54664 -0.143 -2.670 -1.013 0.09
H -1.71296 0.78861 1.66268 0.055 -0.373 -2.258 0.14
H -2.89170 0.18570 0.37418 1.920 0.869 0.141 0.13
H -1.61844 1.43055 -0.05048 0.169 1.432 -0.819 0.06
H -0.02894 -1.62326 -1.64510 -1.342 0.278 0.950 0.20
H -0.48772 -0.11050 -2.02188 0.365 0.006 1.841 0.23

***

(5)
16
Properties=species:S:1:pos:R:3:forces:R:3:lowdin_charge:R:1 method="wB97M-V/def2-TZVPD" charge=+1 relative_energy_ev=1.0531 e_homo_ev=-14.6153 fmax_ev_per_a=0.93 lumo_energy_ev=-5.579
C 2.45314 -0.95583 0.29285 0.011 -0.927 -0.105 0.19
N 1.54994 -0.12175 -0.01671 0.036 0.481 -0.347 0.10
C 0.13675 -0.07170 0.33863 0.360 -0.351 0.252 -0.26
C -0.31347 -0.96177 1.20707 -0.206 0.032 0.288 0.15
C -0.58506 1.04898 -0.32799 -0.787 0.132 -0.452 -0.19
C -1.97567 0.69560 -0.86340 0.133 -0.101 -0.459 -0.08
H 3.42675 -0.91066 -0.17444 0.071 0.316 0.068 0.13
H 2.23112 -1.81402 0.91692 -0.036 0.220 0.180 0.12
H 1.81905 0.57051 -0.71595 -0.068 0.157 0.225 0.17
H -1.36729 -1.07754 1.41821 -0.010 0.315 0.007 0.10
H 0.33466 -1.57710 1.81457 0.065 -0.257 -0.256 0.08
H -0.00228 1.42253 -1.17175 0.118 0.106 0.051 0.11
H -0.73172 1.86955 0.37519 0.385 0.055 0.096 0.13
H -1.90981 -0.06471 -1.64145 -0.042 -0.273 0.223 0.09
H -2.66239 0.39248 -0.07859 -0.016 -0.111 0.014 0.08
H -2.40373 1.55543 -1.37313 -0.012 0.206 0.215 0.08

***

(6)
16
Properties=species:S:1:pos:R:3:forces:R:3:lowdin_charge:R:1 method="wB97M-V/def2-TZVPD" charge=+1 relative_energy_ev=4.6102 e_homo_ev=-14.2082 fmax_ev_per_a=4.56 lumo_energy_ev=-3.559
C 0.25952 -0.70752 0.71145 -3.261 2.838 0.438 0.10
C -0.29713 -1.38151 -0.29657 1.911 1.309 0.049 -0.17
C -0.41841 1.90365 -0.53481 -1.319 1.105 2.475 -0.07
C -0.58933 1.29404 0.76853 2.066 -3.130 1.378 -0.03
C 0.23960 -2.75670 -0.67813 -3.458 2.933 0.455 -0.03
N 0.63940 2.20192 0.48489 -0.816 -1.333 0.166 0.12
H 0.59028 -1.02041 1.71245 0.199 0.317 -0.720 0.09
H -0.85283 -0.81931 -1.06322 -0.059 -0.469 0.431 0.11
H -0.22055 1.22656 -1.26945 1.264 -1.402 -2.125 0.08
H -1.07164 2.69549 -0.82214 0.040 0.839 -0.084 0.13
H -1.18682 1.60987 1.65128 0.264 -0.205 -1.114 0.13
H 0.71084 -2.53398 -1.56813 1.307 -0.572 -1.947 0.07
H 0.76195 -3.07598 0.12164 2.304 -1.498 2.113 0.05
H -0.66841 -3.28637 -0.74598 -0.751 -1.449 -0.755 0.08
H 1.44778 1.57981 0.51129 0.126 0.778 -0.238 0.16
H 0.65577 3.07045 1.01690 0.184 -0.059 -0.521 0.17

***

Look up the charge of the fifth one.
+1

***

Please write out number 1 again, unchanged.
16
Properties=species:S:1:pos:R:3:forces:R:3:lowdin_charge:R:1 method="wB97M-V/def2-TZVPD" charge=+1 relative_energy_ev=6.1957 e_homo_ev="-11.9114 / -13.7220" fmax_ev_per_a=5.96 lumo_energy_ev="-5.899 / -3.914"
C -1.52680 -0.14461 0.59463 -1.328 -1.014 1.546 -0.25
C -2.02705 -0.42833 -0.72542 1.797 -0.118 -0.890 0.11
C 0.45913 1.08984 -0.30919 -3.419 0.512 -4.788 -0.07
C -0.08707 0.22899 0.72449 -1.320 -2.104 -1.372 -0.28
C 0.77858 -0.34932 -0.35391 -0.057 2.218 0.107 -0.14
N 2.19238 -0.49878 -0.03703 1.312 -5.387 -2.177 0.17
H -2.11047 0.72616 0.91774 -0.285 -0.066 0.573 0.14
H -1.85185 -1.04880 1.32243 0.931 1.983 -1.347 0.20
H -3.06030 -0.60281 -0.84727 -0.912 -0.199 -0.293 0.07
H -1.32427 -0.55979 -1.56237 -0.607 0.055 0.297 0.07
H -0.52966 1.30259 -1.05713 2.547 -0.062 1.664 0.19
H 1.20682 1.85773 -0.39975 0.117 0.229 0.640 0.12
H 0.17206 0.21351 1.69476 1.472 0.275 3.307 0.11
H 2.20984 -1.38323 0.58173 0.896 1.572 -1.249 0.21
H 2.65810 0.22719 0.39719 0.839 2.325 1.805 0.12
H 2.84055 -0.63033 -0.94090 -1.983 -0.219 2.177 0.24

***

Which value of charge does entry 1 give?
+1

***

Which value of charge does entry 4 give?
+1